Record 1
C2H6S2 in the gas phase in a non-equilibrium geometry. Source: the Open Molecules 2025 dataset; level of theory: ωB97M-V with the def2-TZVPD basis set.

Element x y z (Å)
C -0.87 1.06 -2.06
C 0.18 0.94 -0.95
S 0.48 -0.80 -0.25
S -0.07 -0.23 1.78
H -1.26 2.06 -1.86
H -1.70 0.39 -1.81
H -0.49 1.05 -3.07
H 0.01 1.62 -0.02
H 1.24 0.94 -1.20
H -0.68 -1.33 2.26

HOMO   -8.44 eV
Spin multiplicity   1
SMILES   CCSS
ΔE to the lowest compared entry with this formula, charge and spin   95.4 kJ/mol
Kohn-Sham gap   8.62 eV
Lowest unoccupied orbital energy   0.0067 Eh

Löwdin population analysis, charges in e, atoms 1 to 5: -0.156, -0.596, 0.392, 0.297, 0.066

=====

Record 2
2 unconnected molecules or ions with the total composition C2H6S2 in a non-equilibrium geometry. Source: the Open Molecules 2025 dataset; level of theory: ωB97M-V with the def2-TZVPD basis set.

Element x y z (Å)
S 3.65 1.07 4.20
S 3.54 1.31 2.11
H 2.38 1.50 4.31
H 4.63 2.07 2.03
C -2.03 -1.39 -2.52
C -2.49 -0.34 -1.85
H -1.34 -2.12 -2.10
H -2.62 -1.82 -3.33
H -2.18 -0.21 -0.82
H -3.53 -0.08 -2.04

Net charge   +1
HOMO (alpha / beta)   -11.94 / -11.94 eV
⟨S²⟩   0.75
Spin multiplicity   2
ΔE to the lowest compared entry with this formula, charge and spin   284.8 kJ/mol
Kohn-Sham gap (alpha / beta)   5.63 / 2.30 eV
Lowest unoccupied orbital energy (alpha / beta)   -0.2322 / -0.3544 Eh

Löwdin population analysis, charges in e, atoms 1 to 5: 0.611, 0.625, -0.111, -0.125, -0.086

=====

Record 3
2 unconnected molecules or ions with the total composition C2H6SSi in a non-equilibrium geometry. Source: the Open Molecules 2025 dataset; level of theory: ωB97M-V with the def2-TZVPD basis set.

Element x y z (Å)
C -0.15 -1.81 -0.63
C 0.35 -1.02 0.31
Si 1.10 0.70 0.36
S -1.33 2.98 -0.39
H -0.75 -2.68 -0.28
H -0.22 -1.59 -1.69
H 0.13 -1.43 1.34
H 1.75 1.21 -0.84
H 1.38 1.33 1.72
H -2.26 2.30 0.09

HOMO (alpha / beta)   -8.01 / -7.91 eV
Spin multiplicity   1
ΔE to the lowest compared entry with this formula, charge and spin   408.9 kJ/mol
Kohn-Sham gap (alpha / beta)   6.38 / 6.12 eV
Lowest unoccupied orbital energy (alpha / beta)   -0.0599 / -0.0655 Eh

Löwdin population analysis, charges in e, atoms 1 to 5: -0.062, -0.393, 0.800, 0.078, 0.078

=====

Record 4
2 unconnected molecules or ions with the total composition C2H6Se in a non-equilibrium geometry. Source: the Open Molecules 2025 dataset; level of theory: ωB97M-V with the def2-TZVPD basis set.

Element x y z (Å)
C 0.98 0.41 -0.18
C -0.29 -0.42 -0.42
Se -1.92 0.50 0.24
H 1.54 0.56 -1.15
H 0.81 1.41 0.28
H 1.67 -0.05 0.58
H -0.32 -1.40 0.11
H -0.38 -0.25 -1.44
H -2.09 -0.76 1.96

HOMO   -8.74 eV
Spin multiplicity   1
ΔE to the lowest compared entry with this formula, charge and spin   209.0 kJ/mol
Kohn-Sham gap   7.81 eV
Lowest unoccupied orbital energy   -0.0341 Eh

Löwdin population analysis, charges in e, atoms 1 to 5: -0.225, -0.647, 0.568, 0.081, 0.051

=====

Record 5
A molecular structure, C2H6Se in a non-equilibrium geometry. Source: the Open Molecules 2025 dataset; level of theory: ωB97M-V with the def2-TZVPD basis set.

Element x y z (Å)
C -0.68 -0.88 -1.05
C 0.62 0.83 0.89
Se 0.08 0.96 -0.92
H -1.22 -1.01 -0.14
H -1.22 -1.11 -1.97
H 0.10 -1.55 -0.81
H 0.95 1.91 1.05
H -0.24 0.55 1.88
H 1.60 0.29 1.06

HOMO   -8.27 eV
Spin multiplicity   1
ΔE to the lowest compared entry with this formula, charge and spin   69.4 kJ/mol
Kohn-Sham gap   9.13 eV
Lowest unoccupied orbital energy   0.0314 Eh

Löwdin population analysis, charges in e, atoms 1 to 5: -0.404, -0.577, 0.813, -0.005, 0.026

=====

Record 6
2 unconnected molecules or ions with the total composition C2H6Se in a non-equilibrium geometry. Source: the Open Molecules 2025 dataset; level of theory: ωB97M-V with the def2-TZVPD basis set.

Element x y z (Å)
C -0.01 1.31 0.03
C -0.31 -1.40 0.44
Se -1.42 0.00 0.10
H 0.63 1.32 0.86
H 0.80 1.05 -0.65
H -0.45 2.30 -0.43
H -0.72 -2.35 0.40
H 0.95 -1.03 -1.65
H 0.54 -1.18 0.90

HOMO (alpha / beta)   -7.40 / -9.06 eV
Spin multiplicity   1
ΔE to the lowest compared entry with this formula, charge and spin   432.1 kJ/mol
Kohn-Sham gap (alpha / beta)   7.02 / 9.15 eV
Lowest unoccupied orbital energy (alpha / beta)   -0.0141 / 0.0031 Eh

Löwdin population analysis, charges in e, atoms 1 to 5: -0.467, -0.438, 0.857, 0.000, -0.018